[1]
Here is one molecule with the formula CH2N2S3 at a distorted geometry from the OMol25 dataset. Energies are from ωB97M-V/def2-TZVPD.

Geometry (Å):
C 0.706 -0.871 0.469
N 0.472 0.226 1.100
N -0.580 1.026 0.666
S -1.685 0.778 -0.638
S -0.400 -0.047 -2.112
S 0.150 -1.782 -1.087
H 1.656 -1.326 0.629
H -0.319 1.996 0.973

Its net charge is 0. The HOMO-LUMO gap comes out at 8.827 eV. Its highest occupied orbital energy is -8.86 eV. The SMILES is c1n[nH]sss1. As for the maximum force: 0.0569 Eh/bohr. Its relative energy (zero: lowest compared OMol25 entry of this formula, charge and spin) is 1.6 kcal per mole. The multiplicity is 1.



[2]
Here is C23H42AlBBeBr3Cl4F3N3O15PS as an isolated structure at a distorted geometry from the OMol25 dataset. Energies are from ωB97M-V/def2-TZVPD.

Geometry (Å):
C 2.720 -2.623 1.294
C 1.682 -3.740 1.563
C 0.763 -4.038 0.355
Cl 1.807 -4.456 -1.065
C -0.194 -2.891 0.117
C -0.353 -1.843 0.992
N -1.319 -1.057 0.417
C -1.722 0.180 1.101
P -0.589 1.511 0.466
O -0.797 1.588 -0.985
O 0.915 1.067 0.721
O -0.861 2.958 1.229
C -1.790 -1.540 -0.746
B -2.954 -0.926 -1.686
O -4.196 -1.525 -1.573
N -2.803 0.194 -2.587
C -3.161 -0.321 -3.933
C -3.693 1.297 -2.155
N -1.064 -2.651 -0.921
C -1.181 -3.537 -2.100
C -0.118 -3.061 -3.120
O -0.590 -1.938 -3.889
C 0.512 -1.089 -4.040
O 0.381 0.102 -4.086
H 2.675 -2.221 0.272
H 2.518 -1.786 1.973
H 3.740 -2.947 1.523
H 1.040 -3.517 2.417
H 2.210 -4.677 1.757
H 0.209 -4.946 0.629
H 0.182 -1.723 1.929
H -2.755 0.419 0.819
H -1.638 0.069 2.188
H 1.508 1.490 0.083
H -0.111 3.533 0.981
H -4.350 -1.837 -0.672
H -2.434 -0.019 -4.698
H -3.155 -1.425 -3.937
H -4.160 -0.019 -4.273
H -3.115 2.195 -1.899
H -4.407 1.597 -2.931
H -4.297 0.999 -1.279
H -2.179 -3.440 -2.540
H -0.963 -4.542 -1.735
H 0.683 -2.646 -2.500
H 0.269 -3.872 -3.739
H 1.566 -1.488 -4.143
C 1.942 -3.974 6.562
F 2.573 -4.990 7.185
F 0.626 -4.240 6.635
F 2.158 -2.873 7.300
S 2.516 -3.763 4.822
O 2.208 -5.033 4.193
O 3.927 -3.492 4.944
O 1.735 -2.642 4.328
Cl 2.952 0.981 2.131
C 5.184 4.334 0.624
C 4.503 4.367 1.985
O 4.803 3.546 2.793
C 3.476 5.440 2.225
H 5.880 3.495 0.638
H 4.446 4.176 -0.171
H 5.739 5.259 0.443
H 2.656 5.342 1.511
H 3.933 6.428 2.132
H 3.081 5.329 3.232
Cl -3.137 4.980 -1.826
C -2.688 4.726 -3.547
C -3.704 5.300 -4.487
Cl -5.248 4.394 -4.448
H -2.552 3.657 -3.703
H -1.730 5.218 -3.701
H -3.322 5.244 -5.506
H -3.919 6.341 -4.262
Be -2.671 3.890 0.730
C 0.280 -5.604 10.381
C 1.571 -4.753 10.079
O 1.179 -3.675 9.459
H -0.238 -5.882 9.465
H 0.575 -6.520 10.896
H -0.408 -5.058 11.023
H 2.241 -5.449 9.530
H 2.091 -4.631 11.047
Al 6.754 2.866 -0.678
C 1.853 -3.940 -7.091
Br 2.470 -3.653 -5.284
Br 2.137 -5.758 -7.658
Br 0.016 -3.397 -7.300
H 2.449 -3.307 -7.734
C -4.280 7.274 0.249
O -4.125 6.433 1.150
O -5.221 7.259 -0.582
O -3.509 8.246 0.022
C -1.142 5.464 -7.044
O -1.691 6.320 -6.182
H -0.843 4.470 -6.640
H -1.760 5.188 -7.929
H -0.197 5.805 -7.533

Its net charge is 0. The HOMO-LUMO gap comes out at 0.807 eV. Its highest occupied orbital energy is -6.41 eV. As for the maximum force: 0.0603 Eh/bohr. The multiplicity is 1.



[3]
Here is a 19-piece molecular cluster, C72H150N16O45P4 overall at a distorted geometry from the OMol25 dataset. Energies are from ωB97M-V/def2-TZVPD.

Geometry (Å):
C 0.515 7.763 -0.766
N 0.931 6.366 -0.381
O 1.125 5.530 -1.250
O 1.157 6.056 0.784
H -0.535 7.539 -0.952
H 0.971 8.009 -1.725
H 0.594 8.457 0.071
C 0.562 1.508 -8.454
N 1.697 1.207 -7.495
O 2.839 1.424 -7.867
O 1.434 0.754 -6.389
H 0.709 2.497 -8.888
H -0.343 1.366 -7.864
H 0.550 0.845 -9.320
C -4.045 -1.916 0.686
N -5.418 -2.066 1.182
O -6.396 -2.227 0.407
O -5.596 -2.070 2.401
H -3.751 -2.758 0.059
H -3.356 -1.895 1.530
H -3.959 -0.955 0.180
C 0.579 -3.120 -7.916
N -0.168 -2.626 -6.721
O -0.739 -1.572 -6.888
O -0.106 -3.239 -5.672
H 1.476 -2.526 -8.091
H -0.196 -3.047 -8.679
H 0.937 -4.132 -7.732
C 3.685 5.392 -5.032
C 3.129 4.379 -4.067
C 3.001 2.938 -4.552
O 3.725 2.159 -3.639
C 4.322 2.937 -2.718
O 5.066 2.493 -1.823
O 3.948 4.261 -2.943
H 3.791 6.419 -4.681
H 3.002 5.364 -5.882
H 4.678 5.087 -5.360
H 2.230 4.632 -3.504
H 3.330 2.750 -5.573
H 1.977 2.567 -4.510
C -0.487 -4.820 -2.657
C -0.565 -5.778 -3.845
C 0.709 -6.567 -3.987
O 0.238 -7.854 -4.285
C -1.067 -7.947 -3.990
O -1.752 -8.979 -3.962
O -1.514 -6.789 -3.521
H 0.194 -5.172 -1.882
H -1.401 -4.546 -2.130
H -0.058 -3.906 -3.067
H -0.841 -5.288 -4.779
H 1.390 -6.602 -3.137
H 1.337 -6.194 -4.796
C -4.289 2.051 -1.487
C -5.675 2.334 -0.927
C -6.293 1.178 -0.183
O -6.699 1.674 1.054
C -6.132 2.864 1.283
O -6.260 3.623 2.220
O -5.411 3.141 0.232
H -3.573 2.863 -1.616
H -4.441 1.665 -2.495
H -3.670 1.402 -0.868
H -6.299 2.858 -1.651
H -5.523 0.417 -0.053
H -7.169 0.747 -0.669
C 4.069 -5.819 -1.439
C 3.630 -6.436 -0.151
C 3.744 -5.535 1.078
O 2.470 -5.594 1.613
C 1.608 -6.265 0.792
O 0.425 -6.346 0.963
O 2.249 -6.640 -0.305
H 3.731 -4.790 -1.556
H 3.675 -6.485 -2.206
H 5.135 -5.919 -1.646
H 4.092 -7.406 0.037
H 3.962 -4.504 0.801
H 4.403 -5.862 1.883
C 0.493 -6.155 4.738
C -0.853 -5.714 4.215
C -1.913 -5.515 5.269
O -2.400 -4.236 5.003
C -1.765 -3.666 3.871
O -2.011 -2.570 3.298
O -0.725 -4.441 3.592
H 0.657 -6.044 5.810
H 1.353 -5.829 4.155
H 0.553 -7.240 4.655
H -1.177 -6.490 3.521
H -1.466 -5.646 6.255
H -2.677 -6.275 5.104
C -1.755 4.022 0.448
C -2.690 5.051 1.084
C -2.739 5.051 2.672
O -2.581 6.383 2.977
C -2.182 7.093 1.952
O -1.868 8.260 2.032
O -2.095 6.273 0.830
H -0.746 4.026 0.860
H -1.675 4.214 -0.622
H -2.245 3.049 0.480
H -3.686 4.973 0.648
H -1.850 4.488 2.957
H -3.733 4.747 3.000
C 6.832 0.869 0.238
C 5.590 -0.118 0.178
C 5.061 -0.582 -1.222
O 5.182 -2.025 -1.170
C 5.865 -2.346 -0.138
O 6.239 -3.497 0.159
O 6.160 -1.327 0.605
H 7.301 0.881 1.221
H 6.497 1.897 0.100
H 7.617 0.605 -0.471
H 4.730 0.082 0.818
H 5.704 -0.133 -1.979
H 4.023 -0.271 -1.339
C 6.768 3.014 3.856
C 5.231 3.101 3.849
C 4.680 4.435 4.286
O 4.246 4.991 2.989
C 4.220 4.001 2.066
O 3.619 4.153 0.955
O 4.760 2.884 2.520
H 7.195 3.803 3.238
H 7.086 1.997 3.629
H 7.231 3.292 4.803
H 4.807 2.342 4.506
H 5.417 5.027 4.829
H 3.751 4.406 4.856
C 5.383 -0.168 -5.625
C 4.092 -0.868 -5.446
C 3.602 -1.601 -6.662
O 3.404 -2.935 -6.189
C 3.812 -3.034 -4.900
O 3.751 -4.058 -4.204
O 4.275 -1.832 -4.511
H 6.147 -0.775 -6.111
H 5.650 0.341 -4.699
H 5.265 0.635 -6.353
H 3.336 -0.199 -5.035
H 4.326 -1.479 -7.468
H 2.787 -1.021 -7.096
C 3.162 -1.444 4.285
C 1.671 -1.496 4.487
C 1.171 -2.481 5.508
O 0.164 -1.826 6.255
C 0.172 -0.555 6.016
O -0.437 0.254 6.665
O 1.151 -0.302 5.093
H 3.790 -1.506 5.174
H 3.357 -0.447 3.891
H 3.585 -2.148 3.568
H 1.092 -1.603 3.569
H 1.990 -2.692 6.195
H 0.858 -3.417 5.045
C -1.549 0.626 3.182
C -3.078 0.562 3.510
C -3.395 -0.088 4.861
O -3.955 0.923 5.634
C -4.061 2.088 4.819
O -4.547 3.158 5.258
O -3.588 1.872 3.597
H -1.411 1.118 2.219
H -1.147 -0.377 3.040
H -0.931 1.076 3.959
H -3.704 -0.021 2.834
H -2.441 -0.398 5.289
H -3.983 -0.986 4.668
O 0.598 3.972 -6.275
P -0.731 4.483 -5.784
N -1.848 5.021 -6.974
C -1.375 5.298 -8.266
C -3.149 5.583 -6.624
N -0.484 5.826 -4.802
C 0.482 6.835 -5.224
C -1.349 6.238 -3.634
N -1.414 3.310 -4.797
C -0.588 2.740 -3.753
C -2.599 2.447 -5.222
H -0.550 4.636 -8.530
H -0.953 6.301 -8.309
H -2.097 5.223 -9.079
H -3.476 5.371 -5.606
H -3.912 5.285 -7.343
H -3.071 6.669 -6.587
H 0.971 6.483 -6.133
H 0.035 7.777 -5.543
H 1.201 6.960 -4.415
H -2.221 5.599 -3.497
H -0.784 6.179 -2.704
H -1.741 7.247 -3.764
H -0.111 1.891 -4.241
H 0.115 3.488 -3.387
H -1.247 2.502 -2.918
H -3.259 2.141 -4.410
H -2.236 1.467 -5.531
H -3.103 2.967 -6.036
O -6.031 -6.554 0.192
P -5.025 -7.475 0.737
N -3.398 -6.762 0.646
C -2.800 -6.545 -0.625
C -3.233 -5.627 1.551
N -4.911 -9.015 -0.031
C -3.783 -9.966 0.188
C -6.093 -9.702 -0.531
N -5.250 -7.820 2.418
C -6.597 -7.954 2.894
C -4.355 -8.689 3.145
H -3.124 -5.565 -0.978
H -3.040 -7.334 -1.338
H -1.719 -6.446 -0.535
H -3.762 -4.797 1.083
H -2.163 -5.422 1.534
H -3.576 -5.766 2.576
H -4.031 -10.794 0.852
H -3.530 -10.391 -0.783
H -2.958 -9.527 0.749
H -5.807 -10.557 -1.142
H -6.739 -9.976 0.303
H -6.494 -8.910 -1.164
H -7.112 -8.771 2.388
H -6.730 -8.123 3.962
H -7.196 -7.086 2.620
H -4.423 -8.632 4.232
H -3.318 -8.453 2.907
H -4.610 -9.728 2.934
O 2.031 6.758 6.561
P 0.976 5.699 6.686
N -0.604 6.253 6.721
C -0.953 7.478 6.093
C -1.683 5.480 7.387
N 1.252 4.753 8.078
C 2.267 3.670 8.172
C 0.993 5.405 9.400
N 0.902 4.574 5.353
C 1.256 4.921 3.922
C 0.148 3.330 5.427
H -0.414 7.753 5.186
H -0.776 8.319 6.764
H -2.008 7.447 5.822
H -2.436 5.224 6.642
H -2.118 5.974 8.256
H -1.266 4.520 7.692
H 2.346 3.052 7.278
H 3.248 4.055 8.451
H 1.975 2.991 8.973
H 0.043 5.938 9.446
H 1.042 4.627 10.162
H 1.776 6.159 9.481
H 1.504 4.027 3.350
H 0.493 5.453 3.354
H 2.015 5.703 3.938
H -0.935 3.432 5.356
H 0.385 2.804 6.351
H 0.498 2.571 4.727
O -1.455 -0.135 0.045
P -0.032 -0.256 -0.454
N 1.067 0.969 0.037
C 1.514 1.219 1.485
C 1.247 2.130 -0.854
N 0.069 -0.314 -2.180
C -1.042 -0.844 -2.908
C 1.287 -0.420 -2.887
N 0.609 -1.746 0.107
C 2.040 -2.083 0.261
C -0.374 -2.867 0.277
H 1.225 2.260 1.628
H 2.600 1.151 1.544
H 1.019 0.541 2.181
H 0.197 2.345 -1.054
H 1.702 1.793 -1.785
H 1.707 3.000 -0.385
H -1.030 -0.246 -3.819
H -0.896 -1.891 -3.175
H -1.938 -0.809 -2.288
H 1.516 -1.476 -3.036
H 1.152 0.035 -3.868
H 2.099 0.024 -2.312
H 2.237 -3.022 0.778
H 2.469 -2.028 -0.739
H 2.418 -1.275 0.888
H -0.583 -3.120 1.317
H 0.162 -3.699 -0.179
H -1.336 -2.670 -0.196

Its net charge is +1. The HOMO-LUMO gap (spin up / spin down) comes out at 7.419 / 2.845 eV. Its highest occupied orbital energy (spin up / spin down) is -9.19 / -9.19 eV. As for the expectation value of S²: 0.760. As for the maximum force: 0.1120 Eh/bohr. The multiplicity is 2.



[4]
Here is one molecule with the formula CH3FNOPS at a distorted geometry from the OMol25 dataset. Energies are from ωB97M-V/def2-TZVPD.

Geometry (Å):
H 1.955 0.455 -0.898
N 1.386 0.277 0.011
C 0.165 0.365 -0.120
P -0.997 0.374 -1.527
O -0.587 0.460 1.027
S 0.334 0.286 2.335
F 0.461 -1.278 2.228
H -0.604 -0.682 -2.242
H -2.113 -0.257 -0.813

Its net charge is 0. The HOMO-LUMO gap comes out at 9.284 eV. Its highest occupied orbital energy is -8.69 eV. The SMILES is [H]/N=C(\P)OSF. As for the maximum force: 0.0854 Eh/bohr. Its relative energy (zero: lowest compared OMol25 entry of this formula, charge and spin) is 36.3 kcal per mole. The multiplicity is 1.



[5]
Here is an isolated ion of composition C11H19Br2Cl2N5OP and charge +1 at a distorted geometry from the OMol25 dataset. Energies are from ωB97M-V/def2-TZVPD.

Geometry (Å):
C -4.236 0.432 -0.058
C -3.990 -1.104 -0.357
Cl -5.216 -2.280 0.261
C -2.830 -1.525 -1.049
Cl -2.552 -3.306 -1.329
N -1.855 -0.489 -1.489
Br -2.004 0.043 -3.255
C -0.992 -0.082 -0.545
N -1.062 -0.700 0.759
C 0.026 -0.032 1.417
C 0.349 -0.457 2.907
C 0.273 -2.058 2.990
C 1.653 -2.649 2.415
Br 0.191 -2.495 4.949
N 0.629 0.909 0.525
P 2.012 1.824 1.141
N 1.840 2.333 2.657
N -0.001 0.915 -0.713
C 0.447 1.831 -1.775
C 1.694 1.115 -2.538
C 1.330 0.569 -3.991
O 2.803 2.054 -2.600
H -4.067 1.107 -0.968
H -5.276 0.597 0.382
H -3.497 0.786 0.738
H -0.493 -0.027 3.555
H 1.378 -0.155 3.271
H -0.650 -2.509 2.515
H 1.788 -2.487 1.299
H 1.770 -3.745 2.688
H 2.481 -2.077 2.973
H 3.163 0.952 1.018
H 2.261 3.013 0.354
H 2.614 1.857 3.165
H 0.914 2.773 -1.312
H -0.349 2.208 -2.483
H 2.031 0.247 -1.882
H 2.322 0.348 -4.525
H 0.642 1.241 -4.589
H 0.852 -0.466 -3.838
H 3.607 1.492 -2.680

Its net charge is +1. The HOMO-LUMO gap comes out at 8.493 eV. Its highest occupied orbital energy is -12.41 eV. The SMILES is C/C(Cl)=C(/Cl)N(Br)c1nc(C[C@@H](C)Br)n([PH2]=N)[n+]1C[C@@H](C)O. As for the maximum force: 0.1238 Eh/bohr. The multiplicity is 1.



[6]
Here is one molecule with the formula C3H5N3OS at a distorted geometry from the OMol25 dataset. Energies are from ωB97M-V/def2-TZVPD.

Geometry (Å):
H -2.274 -2.120 -1.490
N -2.598 -1.336 -0.893
C -1.602 -0.749 -0.339
N -0.249 -1.060 -0.477
C 0.853 -0.393 0.024
O 1.891 -0.952 0.193
N 0.634 0.953 0.261
C 1.580 1.721 0.819
S 1.328 3.240 1.317
H -1.817 0.147 0.266
H 0.011 -2.010 -0.705
H -0.312 1.330 0.237
H 2.554 1.229 0.788

Its net charge is 0. The HOMO-LUMO gap comes out at 8.923 eV. Its highest occupied orbital energy is -9.13 eV. The SMILES is [H]/N=C\NC(=O)NC=S. As for the maximum force: 0.0288 Eh/bohr. Its relative energy (zero: lowest compared OMol25 entry of this formula, charge and spin) is 12.1 kcal per mole. The multiplicity is 1.



[7]
Here is a 2-piece molecular cluster, C2H6O2 overall at a distorted geometry from the OMol25 dataset. Energies are from ωB97M-V/def2-TZVPD.

Geometry (Å):
O 1.631 -3.649 -3.389
C 0.477 -3.972 -3.284
O 0.142 -4.753 -2.117
H -0.201 -4.045 -4.133
H -0.362 -4.134 -1.570
C -0.333 4.116 2.850
H -0.430 4.841 3.750
H 0.692 4.296 2.436
H -0.445 3.099 3.233
H -1.171 4.202 2.224

Its net charge is 0. The HOMO-LUMO gap comes out at 11.726 eV. Its highest occupied orbital energy is -11.11 eV. The SMILES is O=CO.C. As for the maximum force: 0.0798 Eh/bohr. Its relative energy (zero: lowest compared OMol25 entry of this formula, charge and spin) is 24.0 kcal per mole. The multiplicity is 1.